Computed, not measured: C7H13Cl in the gas phase at a distorted geometry, with the ωB97M-V functional and the def2-TZVPD basis.

The HOMO energy is -9.581 eV. The energy above the lowest of the compared OMol25 structures with the same formula, charge and spin is 118.80 kcal per mole. The value obtained for the LUMO energy is 0.02876 Eh. The molecular weight is 132.6 g/mol.

Last column: Löwdin charge in e.
Atoms and positions in Å:
C: 1.85840 -0.40629 1.11370  -0.141
C: 0.46499 -1.01849 1.19550  -0.271
C: -0.75118 -0.47385 1.96174  -0.045
C: -0.78405 -0.41836 0.48082  -0.350
C: -0.82236 0.42858 -0.67117  -0.786
C: -0.38456 -0.42093 -2.07660  -0.104
C: -0.16357 1.85732 -0.71498  -0.142
Cl: -2.55168 0.83701 -1.33603  0.521
H: 2.86160 -0.97628 1.72436  0.145
H: 1.76027 0.56599 1.53952  0.027
H: 2.35185 -0.24460 -0.02142  0.114
H: 0.59503 -2.28347 0.91584  0.197
H: -1.44438 -1.21210 2.45015  0.140
H: -0.63062 0.42739 2.20015  0.027
H: -1.50647 -1.25630 0.12652  0.145
H: -0.76582 -1.44004 -1.82089  0.067
H: -0.81863 0.11608 -2.91892  0.030
H: 0.82320 -0.43232 -1.98652  0.109
H: -0.09409 2.20361 -1.84650  0.098
H: -0.89300 2.63718 -0.00594  0.142
H: 0.89506 1.50986 -0.30933  0.075

=====

Computed, not measured: C4H5N3 in the gas phase at a distorted geometry, with the ωB97M-V functional and the def2-TZVPD basis.

The HOMO energy is -9.756 eV. The energy above the lowest of the compared OMol25 structures with the same formula, charge and spin is 29.26 kcal per mole. The value obtained for the LUMO energy is 0.02805 Eh. The molecular weight is 95.1 g/mol.

Last column: Löwdin charge in e.
Atoms and positions in Å:
N: 2.19769 -0.86570 1.50176  0.155
C: 1.51706 -0.56014 0.61785  -0.175
C: 0.63741 -0.12830 -0.49406  -0.297
C: -0.68110 -0.94486 -0.48891  -0.170
N: -1.57900 -0.18297 0.38476  0.052
C: -1.05827 0.97193 0.49601  -0.223
N: 0.11563 1.20855 -0.22631  0.034
H: 1.19268 -0.17755 -1.43390  0.142
H: -1.11020 -1.01617 -1.49699  0.118
H: -0.52575 -1.95571 -0.10845  0.113
H: -1.47868 1.76792 1.10429  0.124
H: 0.77252 1.88299 0.14395  0.128

=====

Computed, not measured: H10Si7 in the gas phase at a distorted geometry, with the ωB97M-V functional and the def2-TZVPD basis.

The HOMO energy is -7.924 eV. The energy above the lowest of the compared OMol25 structures with the same formula, charge and spin is 5.31 kcal per mole. The value obtained for the LUMO energy is -0.06047 Eh. The molecular weight is 206.7 g/mol.

Last column: Löwdin charge in e.
Atoms and positions in Å:
Si: -1.89240 -1.33506 0.39155  0.117
Si: 1.31553 -0.71799 -1.40945  0.203
Si: 0.93974 0.52597 1.92274  0.195
Si: 0.45475 -1.44851 0.65963  0.076
Si: -2.46336 0.77435 1.16119  0.341
Si: 0.16497 1.35103 -1.66427  0.204
Si: -0.37587 1.95185 0.52163  -0.038
H: -1.87313 -1.43953 -1.03676  -0.132
H: -2.44706 -2.42845 1.12080  -0.140
H: 2.77732 -0.71060 -1.71673  -0.130
H: 1.17564 -1.85452 -2.49486  -0.089
H: 0.46063 0.40840 3.47729  -0.065
H: 2.28222 1.22750 2.06363  -0.118
H: 0.80560 -2.49774 1.65993  -0.120
H: -1.10670 0.73294 -2.54465  -0.054
H: 0.83050 2.08692 -2.73329  -0.143
H: -1.04839 3.37344 0.62163  -0.107

=====

Computed, not measured: C4H8N4 in the gas phase at a distorted geometry, with the ωB97M-V functional and the def2-TZVPD basis.

The HOMO energy is -8.765 eV. The energy above the lowest of the compared OMol25 structures with the same formula, charge and spin is 169.87 kcal per mole. The value obtained for the LUMO energy is 0.01117 Eh. The molecular weight is 112.1 g/mol.

Last column: Löwdin charge in e.
Atoms and positions in Å:
C: 1.26403 1.36124 0.12261  -0.191
C: 1.83577 0.19124 0.26956  -0.176
N: 1.15078 -1.14564 0.07436  -0.089
N: -0.13784 -1.31878 -0.62981  -0.141
C: -1.29802 -0.89886 0.02205  -0.286
C: -1.41787 0.53847 0.65834  -0.199
N: -1.13549 1.45172 -0.47413  0.006
N: 0.06638 1.89925 -0.62343  0.018
H: 1.65018 2.36189 0.15398  0.075
H: 3.15747 0.10869 0.29975  0.186
H: 2.04747 -1.75870 -0.55719  0.203
H: -0.12900 -0.95035 -1.69314  0.171
H: -1.94810 -0.98972 -0.85437  0.113
H: -1.67359 -1.69223 0.69366  0.117
H: -2.41690 0.43355 0.81151  0.049
H: -1.01527 0.40822 1.72624  0.144

=====

Computed, not measured: a molecular structure, C15H21CrN2O7S, with the ωB97M-V functional and the def2-TZVPD basis.

The HOMO energy (spin up / spin down) is -3.051 / -3.079 eV. The expectation value of S² is 6.015. As for the spin multiplicity: 5. The value obtained for the LUMO energy (spin up / spin down) is 0.09375 / 0.09145 Eh. The charge is -1. The molecular weight is 425.4 g/mol.

Last column: Löwdin charge in e.
Atoms and positions in Å:
Cr: 0.50772 -0.49802 -0.41707  0.875
C: -5.12327 2.65777 0.21259  -0.076
C: -3.94578 1.76107 0.49720  -0.330
C: -3.96047 0.46938 0.07458  -0.032
C: -2.70499 -0.38591 0.21190  -0.217
C: -1.92697 0.05649 1.42242  -0.323
C: -1.96259 1.38432 1.81005  -0.117
C: -2.87192 2.28471 1.28107  -0.107
S: -0.96815 -1.07752 2.28648  0.569
O: -0.16226 -0.35694 3.25896  -0.355
O: -1.73277 -2.18878 2.82988  -0.343
N: -0.04235 -1.65865 1.08290  -0.323
C: 0.87661 -2.72110 1.43730  -0.196
C: 2.08187 -2.68510 0.50302  -0.617
O: 3.04750 -3.41529 0.66996  0.018
O: 2.00642 -1.80442 -0.45981  -0.158
H: -5.95071 2.10351 -0.23329  0.063
H: -4.83935 3.45736 -0.47740  0.071
H: -5.48050 3.13749 1.12695  0.070
H: -4.82765 0.06118 -0.42890  0.097
H: -2.94140 -1.45463 0.22148  0.150
H: -1.28624 1.69776 2.59813  0.103
H: -2.89443 3.31299 1.61798  0.078
H: 0.43362 -3.72301 1.38892  0.122
H: 1.25765 -2.60577 2.45808  0.122
C: 4.02388 -0.07824 -2.27976  -0.028
N: 4.06363 0.22869 -0.85874  -0.135
C: 5.06207 -0.50850 -0.08975  -0.024
C: 2.93211 0.63522 -0.28336  -0.498
C: 2.85802 0.73860 1.22294  0.027
O: 1.93710 0.94198 -0.98522  -0.067
H: 5.04234 -0.03387 -2.66810  0.085
H: 3.41233 0.66099 -2.78709  0.089
H: 3.60848 -1.07579 -2.43092  0.098
H: 6.00273 -0.45320 -0.63488  0.086
H: 4.73569 -1.54146 0.05291  0.092
H: 5.20520 -0.03728 0.87802  0.083
H: 3.08888 -0.19812 1.72449  0.097
H: 1.84666 1.03379 1.49741  0.089
H: 3.56484 1.50135 1.55733  0.097
C: -2.15793 -0.02231 -3.39741  -0.032
O: -2.53376 -0.60743 -2.14847  -0.014
C: -1.98850 -0.07490 -1.06510  -0.469
O: -1.05860 0.74504 -1.15166  -0.003
H: -2.72139 -0.56788 -4.14940  0.091
H: -1.08826 -0.12912 -3.57321  0.091
H: -2.42510 1.03359 -3.40345  0.102

=====

Computed, not measured: 2 unconnected molecules or ions with the total composition C6H12BrN3Si at a distorted geometry, with the ωB97M-V functional and the def2-TZVPD basis.

The HOMO energy is -8.177 eV. The energy above the lowest of the compared OMol25 structures with the same formula, charge and spin is 41.23 kcal per mole. The value obtained for the LUMO energy is -0.00898 Eh. The molecular weight is 234.2 g/mol.

Last column: Löwdin charge in e.
Atoms and positions in Å:
C: -1.44743 -1.29242 -1.72378  -0.872
C: -0.97324 -0.12697 -1.14260  -0.131
C: -1.73220 2.22869 -1.54697  -0.048
C: 2.54596 -0.56010 -0.07811  -0.200
C: 0.50753 -1.95923 2.03426  -0.200
C: 0.82302 1.23419 1.96685  -0.207
N: -2.45552 -1.02438 -2.56685  -0.038
N: -2.64970 0.24663 -2.55053  -0.006
N: -1.77405 0.80406 -1.69780  -0.255
Si: 1.05966 -0.42728 1.08367  0.821
Br: -0.78125 -3.02867 -1.42303  0.664
H: -2.75092 2.61545 -1.56452  0.084
H: -1.24764 2.48720 -0.60512  0.073
H: -1.17713 2.67902 -2.37426  0.085
H: 2.35178 -1.28637 -0.86285  0.025
H: 2.75824 0.39404 -0.55375  0.031
H: 3.44098 -0.87422 0.45513  0.029
H: 1.19658 -2.19497 2.84335  0.033
H: -0.47872 -1.81989 2.46814  0.036
H: 0.45550 -2.82004 1.37410  -0.006
H: 1.21544 2.05699 1.37522  0.026
H: -0.22808 1.43179 2.16367  0.028
H: 1.34118 1.23649 2.92579  0.028